# 1
{"formula": "C7H10", "method": "ωB97M-V/def2-TZVPD", "species": ["C", "C", "C", "C", "C", "C", "C", "H", "H", "H", "H", "H", "H", "H", "H", "H", "H"], "xyz": [[-1.936, 0.453, -0.727], [-1.273, -0.696, -0.604], [0.233, -0.864, -0.644], [0.994, 0.469, -0.751], [0.826, 1.063, 0.658], [0.837, -0.178, 1.519], [0.556, -1.260, 0.794], [-2.986, 0.533, -0.464], [-0.164, 1.532, 0.741], [-1.450, 1.366, -1.060], [-1.818, -1.583, -0.277], [0.546, -1.606, -1.390], [0.645, 1.121, -1.558], [2.054, 0.255, -0.933], [1.570, 1.818, 0.926], [0.959, -0.156, 2.597], [0.407, -2.267, 1.174]], "forces_ev_per_angstrom": [[0.0477, -0.1364, -0.0806], [-0.1709, 0.1517, 0.0092], [-0.0115, 0.0179, -0.0317], [-0.0290, 0.0441, -0.0668], [0.0762, 0.0362, 0.0316], [-0.0100, -0.1019, -0.0436], [0.0346, 0.0720, 0.1758], [0.0456, -0.1218, -0.2481], [0.1822, 0.0615, 0.0999], [-0.0713, -0.1378, 0.1026], [0.0393, 0.1204, -0.0721], [-0.0877, 0.1344, 0.1600], [-0.0179, -0.1010, 0.1394], [-0.1709, 0.0256, 0.0379], [0.0121, -0.1677, -0.0452], [0.0622, -0.0420, -0.1415], [0.0694, 0.1450, -0.0267]], "lowdin_charge": [0.00, -0.15, -0.31, -0.17, -0.19, -0.09, -0.08, 0.06, 0.10, 0.05, 0.10, 0.13, 0.11, 0.12, 0.11, 0.10, 0.11], "smiles": "C=C[C@@H]1C=CCC1", "relative_energy_kj_mol": 118.7, "lumo_ev": 1.1839, "total_energy_ev": -7419.8041, "homo_lumo_gap_ev": 10.31, "charge": 0, "homo_energy_ev": -9.130}

# 2
{"formula": "C23H36IrP2", "method": "ωB97M-V/def2-TZVPD", "species": ["P", "P", "C", "C", "H", "H", "H", "H", "C", "H", "H", "H", "C", "H", "H", "H", "C", "H", "H", "H", "C", "H", "H", "H", "Ir", "C", "C", "C", "C", "C", "C", "C", "C", "C", "H", "H", "H", "H", "H", "H", "H", "H", "H", "H", "H", "H", "H", "H", "H", "C", "C", "C", "C", "C", "C", "C", "C", "H", "H", "H", "H", "H"], "xyz": [[-0.255, -2.124, -2.489], [0.268, 1.786, -2.825], [-0.567, -0.838, -3.772], [0.412, 0.343, -3.936], [-1.609, -0.496, -3.665], [-0.523, -1.424, -4.703], [1.466, 0.010, -3.941], [0.233, 0.760, -4.945], [-1.229, 2.662, -3.420], [-1.582, 3.364, -2.654], [-2.038, 1.954, -3.635], [-1.004, 3.236, -4.329], [1.568, 2.907, -3.468], [1.279, 3.298, -4.455], [2.525, 2.380, -3.570], [1.722, 3.768, -2.804], [-1.321, -3.474, -3.021], [-1.314, -4.279, -2.275], [-0.932, -3.867, -3.973], [-2.350, -3.132, -3.179], [1.384, -2.792, -2.857], [2.148, -2.025, -3.033], [1.295, -3.393, -3.776], [1.725, -3.456, -2.052], [0.796, -1.907, 1.883], [0.222, 2.117, -1.044], [-1.183, 1.966, -0.562], [-2.054, 0.844, -0.876], [-1.834, -0.624, -0.386], [-0.692, -1.569, -0.879], [0.727, -1.300, -0.207], [1.534, -0.135, -0.767], [1.331, 1.271, -0.242], [0.848, -3.770, 2.586], [0.529, 3.156, -0.939], [-1.347, 2.466, 0.398], [-2.295, 0.772, -1.945], [-2.993, 1.115, -0.352], [-1.752, -0.643, 0.707], [-2.767, -1.162, -0.630], [-0.975, -2.536, -0.420], [1.368, -2.213, -0.368], [1.316, -0.153, -1.846], [2.600, -0.410, -0.738], [1.119, 1.282, 0.832], [2.285, 1.799, -0.395], [1.734, -3.833, 3.242], [0.921, -4.494, 1.757], [-0.061, -3.955, 3.188], [0.218, -0.627, 3.030], [-0.158, 0.208, 3.947], [-0.137, 0.901, 5.186], [-1.219, 1.674, 5.707], [-1.176, 2.165, 7.011], [-0.049, 1.962, 7.818], [1.065, 1.298, 7.288], [1.038, 0.805, 5.984], [-2.088, 1.869, 5.081], [-2.025, 2.706, 7.421], [-0.026, 2.319, 8.849], [1.960, 1.155, 7.896], [1.918, 0.312, 5.561]], "forces_ev_per_angstrom": [[-1.0288, 0.3139, -2.3000], [-0.2147, 3.1812, -2.0962], [0.1475, -0.2206, -0.1585], [0.0969, -0.8616, 0.0887], [0.3344, -0.1441, -0.0117], [-0.0970, 0.2433, 0.0910], [-0.4266, 0.1098, 0.0573], [0.0444, 0.1988, 0.4882], [-0.2248, -0.1689, -0.0866], [0.1125, -0.2173, -0.1624], [0.1304, 0.2770, -0.0069], [0.0099, -0.3046, 0.1806], [0.4447, -0.2414, -0.0282], [0.0684, -0.3038, 0.2888], [-0.1265, 0.1446, 0.0353], [-0.1605, -0.3330, -0.1071], [-0.2033, -0.0998, -0.1939], [-0.0119, 0.1491, -0.1399], [-0.2044, 0.0863, 0.3272], [0.1412, -0.0749, 0.1407], [0.4855, -0.0425, 0.2742], [-0.2230, -0.1361, 0.2471], [-0.1165, 0.2546, 0.2892], [-0.0719, 0.1449, -0.2360], [2.0600, -0.0506, -2.4553], [0.4241, -1.9058, 1.3895], [1.4255, 0.0203, 1.3238], [-1.4575, -0.8877, 0.2160], [-0.1846, -0.4459, -0.6240], [1.7701, -0.0730, 2.5391], [-0.1280, -1.1656, -0.1537], [-0.0960, -0.8017, -0.1470], [-0.1047, 0.8631, -0.6710], [-0.8166, -1.9377, 0.3587], [-0.0438, 0.2011, -0.3847], [-0.1109, -0.0003, -0.3713], [0.0170, 0.1770, 0.0593], [0.1440, -0.2938, -0.6183], [0.1355, 0.0488, -0.1941], [0.1874, 0.4107, 0.1275], [-0.0237, 0.1814, -0.1151], [-0.6011, 0.5933, -0.2897], [0.2935, 0.2844, -0.0394], [-0.2692, 0.2052, 0.2996], [-0.1248, 0.0155, -0.1587], [-0.3149, 0.0531, 0.1588], [-0.1960, 0.0673, -0.1070], [-0.0004, 0.0014, 0.4861], [0.4590, -0.2362, -0.1874], [-2.3778, 4.7562, 4.6250], [1.1922, -1.6590, -1.4548], [-0.1286, 0.6068, 0.3731], [0.1287, -0.3821, 0.1304], [0.1440, -0.0664, -0.2370], [0.1270, -0.2520, -0.3481], [-0.0114, -0.0553, -0.2690], [0.0286, -0.0702, 0.1161], [0.1421, -0.1925, 0.1877], [0.1314, -0.0682, -0.1981], [-0.0587, -0.0688, -0.3512], [-0.2964, 0.0921, -0.2247], [-0.3709, 0.0801, 0.2281]], "lowdin_charge": [0.93, 0.98, -0.28, -0.30, 0.10, 0.11, 0.10, 0.12, -0.15, 0.08, 0.06, 0.07, -0.15, 0.07, 0.07, 0.08, -0.16, 0.08, 0.07, 0.08, -0.14, 0.07, 0.08, 0.08, 1.35, -0.36, -0.09, -0.20, -0.13, -0.42, -0.45, -0.26, -0.13, -0.35, 0.13, 0.13, 0.08, 0.14, 0.10, 0.12, 0.11, 0.04, 0.03, 0.13, 0.11, 0.12, 0.01, -0.01, 0.01, -0.34, -0.05, -0.26, -0.02, -0.06, -0.04, -0.06, -0.02, 0.11, 0.11, 0.12, 0.12, 0.12], "relative_energy_kj_mol": 12.9, "lumo_ev": [-5.2127, -7.5113], "total_energy_ev": -45827.1698, "homo_lumo_gap_ev": [6.54, 5.45], "multiplicity": 6, "charge": 2, "homo_energy_ev": [-11.754, -12.961]}

# 3
{"formula": "CH12NO3", "method": "ωB97M-V/def2-TZVPD", "species": ["C", "N", "H", "H", "H", "H", "H", "H", "H", "H", "O", "H", "H", "O", "H", "H", "O"], "xyz": [[1.120, 1.219, 0.716], [0.155, 0.248, 0.096], [1.932, 1.404, 0.025], [1.442, 0.853, 1.683], [0.587, 2.156, 0.875], [-0.078, -0.545, 0.725], [-0.733, 0.687, -0.122], [0.530, -0.145, -0.781], [1.846, -0.594, -2.773], [1.745, -1.957, -2.040], [1.354, -1.077, -2.099], [-2.989, 0.652, -0.966], [-2.211, -0.094, -2.020], [-2.210, 0.742, -1.533], [-0.880, -1.989, 2.833], [-1.000, -0.412, 2.929], [-0.610, -1.148, 2.452]], "forces_ev_per_angstrom": [[-0.6832, 0.2834, 0.0118], [0.3015, -0.4508, 0.3549], [0.1874, -0.1451, 0.1225], [0.2570, -0.1691, -0.0949], [0.1003, -0.0300, -0.0201], [0.2430, 0.3564, 0.0602], [-0.3531, 0.1837, -0.4974], [0.0427, -0.1119, 0.0187], [0.0216, -0.1645, -0.0468], [0.0318, 0.0776, -0.0899], [-0.0581, 0.1551, 0.0936], [-0.0514, 0.2532, -0.1767], [0.0652, 0.2240, -0.1496], [-0.0911, -0.4974, 0.4262], [-0.1688, 0.1812, 0.2551], [-0.2320, -0.3180, 0.4331], [0.3871, 0.1722, -0.7008]], "lowdin_charge": [0.00, 0.11, 0.10, 0.09, 0.10, 0.11, 0.10, 0.09, 0.07, 0.07, -0.03, 0.06, 0.06, -0.05, 0.07, 0.06, -0.04], "relative_energy_kj_mol": 39.5, "lumo_ev": -3.0385, "total_energy_ev": -8858.6864, "homo_lumo_gap_ev": 12.74, "charge": 1, "homo_energy_ev": -15.779}

# 4
{"formula": "C3H2ClN3OS", "method": "ωB97M-V/def2-TZVPD", "species": ["C", "C", "C", "H", "H", "N", "N", "N", "O", "S", "Cl"], "xyz": [[-1.491, -0.545, -0.005], [0.075, -0.461, -0.113], [2.403, -0.122, 0.175], [-3.124, 0.777, -0.308], [-1.600, 1.489, -0.165], [-2.022, 0.658, 0.033], [0.529, 0.768, -0.030], [1.822, 1.005, 0.148], [-2.131, -1.642, 0.297], [1.424, -1.517, -0.105], [4.114, -0.409, 0.074]], "forces_ev_per_angstrom": [[-0.4708, -5.4940, 2.0591], [0.0963, 1.5643, 0.1480], [1.9267, -2.1931, -1.0474], [3.8128, -1.0985, 1.7010], [2.3547, 2.1322, -0.5611], [-7.1661, -0.3978, -1.4543], [-2.6286, 1.1488, 0.3168], [0.0189, -0.0333, -0.1283], [2.9913, 4.5242, -1.9775], [-0.4787, -0.5908, 0.5427], [-0.4565, 0.4381, 0.4009]], "lowdin_charge": [-0.46, -0.48, -1.07, 0.22, 0.04, 0.14, -0.05, -0.01, -0.03, 1.06, 0.63], "smiles": "NC(=O)c1nnc(Cl)s1", "lumo_ev": -0.4050, "total_energy_ev": -33017.0186, "homo_lumo_gap_ev": 9.96, "charge": 0, "homo_energy_ev": -10.360}

# 5
{"formula": "C21H13Cl3IrN2O5S", "method": "ωB97M-V/def2-TZVPD", "species": ["Ir", "O", "S", "O", "N", "C", "C", "C", "C", "C", "C", "C", "C", "N", "C", "C", "C", "C", "C", "C", "C", "H", "H", "H", "H", "H", "H", "H", "H", "H", "H", "H", "Cl", "C", "C", "C", "Cl", "C", "O", "C", "Cl", "C", "H", "H", "O", "O"], "xyz": [[-1.238, -0.304, -0.204], [2.854, -1.132, 0.910], [1.841, -1.635, 0.045], [0.907, -2.622, 0.470], [0.788, -0.246, -0.280], [1.315, 0.977, -0.410], [2.677, 1.319, -0.599], [3.062, 2.650, -0.686], [2.144, 3.675, -0.581], [0.759, 3.390, -0.396], [-0.230, 4.383, -0.266], [-1.537, 4.007, -0.083], [-1.858, 2.649, -0.040], [-0.937, 1.700, -0.159], [0.362, 2.056, -0.333], [2.497, -2.026, -1.512], [1.662, -2.576, -2.484], [2.203, -2.903, -3.713], [3.558, -2.699, -3.953], [4.383, -2.173, -2.969], [3.856, -1.826, -1.734], [3.423, 0.546, -0.677], [4.108, 2.882, -0.833], [2.465, 4.707, -0.635], [0.047, 5.428, -0.309], [-2.325, 4.737, 0.021], [-2.880, 2.323, 0.084], [0.618, -2.768, -2.277], [1.577, -3.334, -4.482], [3.976, -2.965, -4.914], [5.439, -2.046, -3.158], [4.491, -1.445, -0.947], [-6.643, -1.149, 4.405], [-5.114, -0.934, 3.720], [-5.034, -0.714, 2.318], [-3.805, -0.551, 1.777], [-3.663, -0.250, 0.041], [-2.580, -0.594, 2.536], [-1.446, -0.471, 2.018], [-2.736, -0.802, 3.966], [-1.327, -0.844, 4.900], [-3.976, -0.972, 4.530], [-5.939, -0.683, 1.729], [-4.078, -1.138, 5.593], [-1.495, -2.388, -0.466], [-2.172, -3.240, 0.039]], "forces_ev_per_angstrom": [[0.3273, 0.6764, -0.0413], [-0.0084, 0.0015, -0.0506], [-0.1902, 0.0982, 0.2465], [-0.0886, 0.0103, -0.0284], [0.0114, -0.0498, -0.0438], [0.0013, 0.1137, -0.0139], [-0.0187, 0.0175, 0.0343], [-0.0294, -0.0476, 0.0084], [-0.0410, -0.0417, 0.0115], [0.0824, 0.1094, -0.0221], [-0.0058, -0.0210, 0.0159], [-0.0018, -0.0646, -0.0109], [0.0015, 0.0437, 0.0087], [-0.0525, -0.2389, -0.0580], [-0.0401, -0.1044, 0.0021], [0.0916, -0.0423, -0.2118], [0.0400, 0.0218, 0.0267], [0.0330, 0.0015, -0.0189], [-0.0358, -0.0059, -0.0174], [0.0052, 0.0153, 0.0359], [-0.0418, -0.0552, -0.0795], [-0.0049, -0.0001, 0.0122], [0.0103, 0.0016, -0.0034], [-0.0028, 0.0204, -0.0062], [0.0038, 0.0104, -0.0041], [-0.0107, 0.0074, 0.0021], [0.0062, 0.0295, 0.0087], [-0.0190, 0.0090, 0.0381], [-0.0143, -0.0030, -0.0046], [0.0022, -0.0102, -0.0018], [0.0118, 0.0114, 0.0081], [0.0148, 0.0018, 0.0415], [-0.0010, -0.0024, 0.0136], [-0.0541, 0.0031, -0.0093], [0.0946, -0.0118, 0.1066], [-0.0621, 0.0399, -0.1714], [0.0639, -0.0942, 0.1476], [0.0059, -0.0152, -0.0262], [-0.0383, -0.0663, 0.1366], [0.0184, -0.0156, 0.0535], [-0.0156, -0.0024, -0.0004], [-0.0117, 0.0135, -0.1122], [-0.0104, 0.0024, -0.0228], [0.0181, -0.0004, 0.0168], [-0.0430, -0.3920, -0.0971], [-0.0017, 0.0253, 0.0806]], "lowdin_charge": [1.13, -0.24, 0.69, -0.27, -0.14, -0.22, 0.06, 0.00, 0.06, -0.12, 0.06, 0.01, -0.07, -0.07, -0.13, -0.31, -0.05, -0.04, -0.03, -0.03, -0.05, 0.10, 0.13, 0.14, 0.14, 0.13, 0.10, 0.11, 0.12, 0.12, 0.12, 0.12, 0.86, -0.62, -0.08, -0.46, 0.81, -0.42, -0.09, -0.56, 0.86, -0.08, 0.13, 0.13, -0.22, 0.15], "relative_energy_kj_mol": 0.0, "lumo_ev": [-6.7652, -8.7450], "total_energy_ev": -86425.7581, "homo_lumo_gap_ev": [7.79, 6.17], "multiplicity": 6, "charge": 2, "homo_energy_ev": [-14.558, -14.914]}

# 6
{"formula": "C2H3ClO2P", "method": "ωB97M-V/def2-TZVPD", "species": ["C", "C", "O", "O", "P", "Cl", "H", "H", "H"], "xyz": [[-2.912, -2.090, 1.035], [-1.861, -1.698, 0.663], [3.123, 1.878, 0.244], [1.131, 0.370, 0.216], [2.036, 1.280, -0.553], [0.983, 2.890, -1.380], [-3.934, -2.343, 1.000], [2.382, 0.763, -1.728], [-0.948, -1.049, 0.502]], "forces_ev_per_angstrom": [[-10.7582, -4.7912, 6.6140], [12.8898, 6.5928, -5.6898], [0.9489, 0.4234, -0.6010], [-0.5531, -0.0719, -1.0951], [-0.8029, 0.0338, 3.6821], [-0.4667, 0.2995, -0.2704], [-0.8932, -0.1970, -1.2370], [0.6706, -0.8243, -1.6817], [-1.0352, -1.4652, 0.2789]], "lowdin_charge": [-0.07, 0.00, -0.48, -0.48, -0.05, 0.11, -0.02, -0.05, 0.05], "relative_energy_kj_mol": 275.3, "lumo_ev": [3.5952, -0.0307], "total_energy_ev": -28025.0088, "homo_lumo_gap_ev": [5.84, 5.25], "multiplicity": 3, "charge": -1, "homo_energy_ev": [-2.243, -5.278]}